Below is a 12-piece molecular cluster, C46H78O23 overall in a non-equilibrium geometry, with properties calculated with wB97M-V/def2-TZVPD.

```
147
Properties=species:S:1:pos:R:3:forces:R:3
C 7.84366 19.68674 -32.87799 0.31 0.94 0.39
O 7.75631 20.35556 -34.14000 -0.24 -0.37 -1.21
C 8.46613 19.90047 -35.18171 0.17 -1.36 1.51
O 9.31505 19.02390 -35.08357 -0.64 1.02 -0.77
O 8.00465 20.50472 -36.25875 -0.56 1.86 1.07
C 8.38279 20.07832 -37.51582 1.00 -1.18 -0.93
H 6.88761 19.91536 -32.40702 0.31 -0.06 0.20
H 8.67077 20.19958 -32.38709 -0.15 -0.34 0.58
H 8.02644 18.61227 -32.86381 0.00 0.08 -0.66
H 9.46491 19.95000 -37.54122 0.01 -0.72 -0.01
H 8.21392 20.77692 -38.33529 -0.71 0.42 0.63
H 7.78895 19.17375 -37.64702 0.58 -0.29 -0.80
C 11.10727 17.71291 -32.36675 0.15 0.69 -0.60
O 10.26772 18.24927 -31.28226 1.31 -1.32 -1.62
C 9.84687 17.35244 -30.43432 1.27 -4.68 -0.14
O 10.09922 16.09574 -30.37951 -0.58 3.96 -0.63
O 9.12058 17.97316 -29.58916 -1.89 0.93 2.23
C 8.59582 17.25611 -28.46058 -0.12 -0.41 0.27
H 11.70706 16.82700 -32.15820 -0.15 0.32 0.75
H 11.73632 18.56550 -32.62264 -0.01 -0.36 0.01
H 10.53107 17.44508 -33.25240 -0.45 0.28 0.26
H 8.43023 17.97739 -27.66032 0.30 0.08 -0.14
H 9.27480 16.45811 -28.16010 0.05 0.23 0.05
H 7.63527 16.78308 -28.66476 0.10 0.06 -0.38
C 15.29004 17.36096 -32.42352 0.54 -0.43 0.60
C 16.38418 18.41336 -32.36403 -0.45 1.30 -0.58
C 16.93873 18.42701 -30.92772 0.15 -0.49 -1.36
O 16.14451 17.45472 -30.24395 0.47 -0.43 -0.46
C 15.70232 16.48507 -31.24938 -0.86 0.55 1.02
H 15.30799 16.88277 -33.40286 -0.40 -0.23 0.18
H 14.32112 17.78822 -32.16518 -0.06 0.02 -0.35
H 15.90203 19.36712 -32.57847 0.26 0.23 -0.13
H 17.12131 18.24339 -33.14879 0.22 -0.02 0.23
H 16.94469 19.44611 -30.54107 -0.72 -0.31 0.69
H 17.99370 18.15611 -30.96950 0.17 -0.45 0.27
H 14.86232 15.98653 -30.76567 -0.04 0.01 -0.09
H 16.41090 15.69625 -31.50189 0.63 0.28 0.07
C 12.94121 17.71406 -36.87684 1.57 0.18 -0.55
C 11.94524 16.61743 -37.17873 -1.24 0.15 0.70
C 11.46277 16.14591 -35.80631 1.20 0.42 0.83
O 12.48496 16.65989 -34.86716 -0.23 -0.14 -0.07
C 12.97258 17.92975 -35.37017 -1.08 -0.84 -0.43
H 12.76645 18.61164 -37.47006 0.07 0.11 0.19
H 13.90906 17.30040 -37.16014 0.21 0.34 -0.19
H 12.44528 15.80492 -37.70588 -0.41 0.06 -0.14
H 11.05497 16.98702 -37.68757 0.24 -0.11 -0.55
H 11.40183 15.05765 -35.81492 0.30 0.02 0.72
H 10.52569 16.54318 -35.41623 -0.25 0.19 -0.65
H 13.92964 18.13410 -34.89021 0.14 -0.24 -0.32
H 12.33608 18.78978 -35.16207 -0.52 -0.25 0.53
C 11.83858 21.30930 -32.22390 0.39 0.94 0.45
C 12.95498 20.90404 -33.16579 -0.23 -1.43 1.11
C 12.42139 21.39815 -34.45147 1.07 0.65 -1.19
O 11.92154 22.69968 -34.15603 -0.01 -0.10 -0.30
C 11.39578 22.63071 -32.85545 -0.83 -0.35 1.27
H 12.20052 21.54933 -31.22415 -0.06 -0.62 0.10
H 10.99056 20.62537 -32.18914 0.31 -0.32 0.02
H 13.08729 19.82298 -33.12209 0.29 0.01 -0.23
H 13.91350 21.36558 -32.92847 -0.12 0.15 0.10
H 11.67900 20.74737 -34.91347 -0.35 0.00 0.12
H 13.26264 21.50795 -35.13582 -0.23 0.16 -0.47
H 10.30593 22.62703 -32.83803 -0.23 0.46 -0.37
H 11.74255 23.41032 -32.17716 0.11 0.60 -0.64
O 6.37561 20.67351 -29.93040 -1.95 -3.28 1.37
C 5.71996 19.69469 -29.51185 1.36 2.69 -1.86
O 5.45752 18.60442 -30.31179 1.44 1.88 -0.48
C 4.93013 17.51554 -29.57806 0.38 0.74 -0.09
C 4.20899 18.26275 -28.46288 -1.14 -1.53 0.47
C 4.95606 19.56361 -28.20472 0.08 -1.10 0.07
H 5.78248 16.90019 -29.29004 -0.32 -0.14 0.44
H 4.31855 16.94501 -30.27703 -0.25 0.04 0.33
H 4.16753 17.56894 -27.62322 -0.27 0.35 0.33
H 3.19739 18.44914 -28.82345 -0.08 0.07 0.20
H 5.55009 19.41850 -27.30241 0.69 0.18 -0.35
H 4.32925 20.42320 -27.96741 0.01 0.01 -0.51
O 7.72524 23.83929 -27.43640 -0.22 -0.26 -1.04
C 8.24269 22.90817 -28.01509 0.09 1.28 3.17
O 8.94475 23.01281 -29.11044 -0.20 2.15 -2.23
C 9.50870 21.79764 -29.51963 0.27 -0.73 -0.51
C 9.62625 21.10372 -28.21690 0.91 -2.59 0.78
C 8.43696 21.55451 -27.40883 -0.58 -0.26 -0.38
H 10.44543 21.91431 -30.06462 0.05 0.56 0.45
H 8.86850 21.26835 -30.22538 -0.48 0.06 0.15
H 10.53978 21.35625 -27.67856 0.05 0.32 -0.16
H 9.71070 20.03136 -28.39300 -0.17 -0.14 0.19
H 8.58013 21.57206 -26.32841 0.03 0.28 -0.19
H 7.47970 21.07454 -27.61227 0.14 -0.67 -0.11
O 13.43438 19.59140 -29.58890 -1.34 -1.63 2.72
C 12.96453 18.95453 -28.62124 0.96 2.00 -3.65
O 12.37722 19.57124 -27.58914 0.86 0.22 -0.70
C 12.00677 18.64147 -26.58705 -0.27 0.02 0.28
C 12.27537 17.23903 -27.16820 -1.40 -0.35 1.04
C 12.92967 17.44484 -28.49897 0.83 1.09 0.49
H 10.95398 18.85590 -26.40333 -0.01 -0.38 0.29
H 12.57942 18.86630 -25.68726 0.00 -0.07 0.01
H 11.28767 16.78738 -27.26057 0.19 -0.38 -0.01
H 12.85865 16.64444 -26.46510 -0.06 -0.03 -0.16
H 12.43980 17.00291 -29.36663 0.20 -0.07 0.09
H 13.98899 17.20179 -28.41609 0.04 -0.44 -0.58
O 7.79632 11.09620 -29.88259 -1.24 2.59 -1.24
C 7.37267 12.11196 -30.45511 3.19 -2.47 0.72
O 6.15182 12.55741 -30.30624 -1.95 -1.72 1.78
C 5.89834 13.71095 -31.00108 -0.63 1.93 -1.44
C 6.92662 13.76307 -32.09204 2.34 0.95 -0.40
C 8.10485 13.02238 -31.45104 -0.74 -1.59 0.27
H 5.96893 14.54761 -30.30602 -0.02 0.23 -0.07
H 4.91840 13.71072 -31.47838 -0.30 -0.26 0.52
H 7.36233 14.74751 -32.26273 -0.75 0.37 -0.20
H 6.64898 13.36736 -33.06899 -0.28 -0.24 0.29
H 8.77375 13.69357 -30.91237 0.11 -0.07 -0.08
H 8.64645 12.33712 -32.10309 0.26 0.46 -0.03
O 11.19888 12.93440 -34.15212 0.17 -0.15 0.48
C 11.72342 13.02278 -33.07001 0.88 1.18 -1.06
O 11.21690 12.50979 -31.96713 -0.72 -0.63 1.52
C 11.99456 12.91018 -30.79882 -0.76 -0.57 0.53
C 12.74602 14.10029 -31.23360 1.23 0.28 -1.13
C 13.05180 13.70102 -32.68211 -0.65 0.03 -1.15
H 12.65811 12.10036 -30.49554 -0.11 -0.21 -0.16
H 11.33478 13.15707 -29.96705 -0.33 -0.35 -0.21
H 13.62677 14.27085 -30.61450 -0.13 0.15 -0.03
H 12.07737 14.96063 -31.26206 0.19 0.13 0.23
H 13.74466 12.88499 -32.88738 0.53 -0.11 0.77
H 13.34773 14.47111 -33.39451 -0.36 0.27 0.19
O 9.54142 16.78936 -25.14414 -3.63 2.29 0.80
C 8.44305 17.34442 -24.89188 2.45 -2.22 -0.81
O 8.16861 18.63909 -25.18867 -0.36 0.07 0.53
C 6.86751 19.00828 -24.62173 -0.47 -0.55 -0.44
C 6.10255 17.68627 -24.51066 0.15 0.04 -0.38
C 7.18557 16.65141 -24.31868 0.93 0.30 0.38
H 6.27481 19.63373 -25.28926 0.76 0.35 -0.25
H 6.97661 19.54998 -23.68219 0.38 -0.21 0.03
H 5.67594 17.44942 -25.48534 -0.43 0.28 0.00
H 5.31966 17.76023 -23.75586 0.09 -0.29 -0.03
H 7.03853 15.71720 -24.86065 -0.02 0.08 0.07
H 7.35753 16.43619 -23.26407 0.19 -0.14 0.02
O 5.95041 15.15380 -27.42632 -1.63 -1.83 0.01
C 5.07463 14.26907 -27.50572 3.25 3.50 0.83
O 3.99266 14.51885 -28.20180 -1.25 0.33 -0.67
C 3.31280 13.30003 -28.46337 -0.76 -1.37 -0.84
C 3.68039 12.35873 -27.33943 2.07 -0.69 0.96
C 5.09041 12.96191 -26.83584 -1.76 -1.12 -0.63
H 3.62192 12.97283 -29.45609 0.52 -0.31 0.14
H 2.23212 13.34040 -28.59975 -0.05 1.04 0.53
H 3.90965 11.33905 -27.64893 -0.31 0.08 -0.40
H 2.92764 12.24800 -26.55891 0.07 0.51 0.03
H 5.91502 12.37770 -27.24428 0.04 -0.02 0.13
H 5.21888 13.08877 -25.76090 -0.09 -0.08 -0.12
```
Positions in Å, forces in eV/Å.

The strongest force on any atom is 4.85 eV/Å. The value obtained for the HOMO-LUMO gap is 0.3488 Ha. The value obtained for the total energy is -3530.03901 Ha.

Atomic partial charges in e from the Mulliken method, atoms 1 to 99: atom 1 (C): 0.263, atom 2 (O): -0.379, atom 3 (C): 0.758, atom 4 (O): -0.489, atom 5 (O): -0.400, atom 6 (C): -0.541, atom 7 (H): 0.101, atom 8 (H): -0.261, atom 9 (H): 0.179, atom 10 (H): 0.169, atom 11 (H): 0.240, atom 12 (H): 0.300, atom 13 (C): 1.435, atom 14 (O): 0.404, atom 15 (C): -0.097, atom 16 (O): -0.792, atom 17 (O): 0.774, atom 18 (C): 0.019, atom 19 (H): -0.863, atom 20 (H): -1.064, atom 21 (H): 0.343, atom 22 (H): -0.280, atom 23 (H): 0.481, atom 24 (H): -0.520, atom 25 (C): 1.239, atom 26 (C): -0.555, atom 27 (C): -0.490, atom 28 (O): -0.437, atom 29 (C): 0.070, atom 30 (H): 0.310, atom 31 (H): -1.040, atom 32 (H): -0.012, atom 33 (H): 0.416, atom 34 (H): 0.379, atom 35 (H): 0.252, atom 36 (H): -0.453, atom 37 (H): 0.273, atom 38 (C): -0.778, atom 39 (C): -0.589, atom 40 (C): -0.216, atom 41 (O): -0.289, atom 42 (C): 0.893, atom 43 (H): 0.397, atom 44 (H): 0.280, atom 45 (H): 0.273, atom 46 (H): 0.289, atom 47 (H): 0.309, atom 48 (H): 0.146, atom 49 (H): 0.237, atom 50 (H): -0.927, atom 51 (C): 0.727, atom 52 (C): 1.075, atom 53 (C): -0.431, atom 54 (O): -0.523, atom 55 (C): -0.735, atom 56 (H): 0.387, atom 57 (H): -0.803, atom 58 (H): -1.127, atom 59 (H): 0.282, atom 60 (H): 0.040, atom 61 (H): 0.435, atom 62 (H): 0.315, atom 63 (H): 0.373, atom 64 (O): -0.586, atom 65 (C): 0.562, atom 66 (O): -0.373, atom 67 (C): 1.037, atom 68 (C): -0.637, atom 69 (C): 0.253, atom 70 (H): -1.002, atom 71 (H): 0.301, atom 72 (H): 0.370, atom 73 (H): 0.283, atom 74 (H): -0.736, atom 75 (H): 0.479, atom 76 (O): -0.676, atom 77 (C): 0.143, atom 78 (O): -0.363, atom 79 (C): 0.636, atom 80 (C): 0.995, atom 81 (C): 0.398, atom 82 (H): -0.172, atom 83 (H): -0.244, atom 84 (H): 0.039, atom 85 (H): -0.857, atom 86 (H): 0.459, atom 87 (H): -0.468, atom 88 (O): -0.623, atom 89 (C): 0.295, atom 90 (O): -0.415, atom 91 (C): 0.000, atom 92 (C): -0.515, atom 93 (C): 1.157, atom 94 (H): -0.098, atom 95 (H): 0.347, atom 96 (H): -0.106, atom 97 (H): 0.644, atom 98 (H): -0.892, atom 99 (H): 0.350